Entry 1:
{"formula": "C17H11Cl3N3OOs", "method": "ωB97M-V with the def2-TZVPD basis set", "gap_ev": [3.96, 3.96], "charge": 3, "spin_multiplicity": 1, "lumo_ev": [-13.873, -13.874], "species": ["C", "O", "C", "C", "C", "H", "C", "C", "H", "Cl", "C", "H", "H", "C", "N", "H", "C", "N", "H", "Cl", "Os", "N", "H", "Cl", "C", "H", "C", "C", "C", "C", "C", "H", "H", "C", "C", "H"], "positions_angstrom": [[-2.612887, 4.619930, -0.166272], [-0.028085, 2.125633, -0.063675], [-2.368039, 1.821937, -0.236054], [1.711381, -0.058952, 2.587032], [5.278855, 0.129267, -1.745284], [1.118117, -0.195239, 5.895347], [4.624549, 0.091262, -2.976767], [-0.376275, -0.228594, 4.351570], [-2.752284, 5.694013, -0.137026], [0.004876, 5.058298, -0.199339], [-1.359094, 4.099376, -0.179560], [1.410542, -0.123842, -1.936939], [3.016436, -0.046565, 4.246052], [1.983252, -0.085414, 3.926414], [0.420143, -0.105714, 2.111937], [-1.216937, -0.317656, 5.025626], [4.557494, 0.118027, -0.567861], [2.751571, 0.001844, 1.641184], [-1.601968, -0.229537, 2.594549], [-5.255601, 4.408283, -0.142091], [0.335422, 0.159508, 0.130752], [2.321025, 0.051038, 0.472950], [6.358822, 0.165797, -1.710850], [-2.018094, 0.137530, -0.320289], [0.922438, -0.168933, 4.831257], [5.200846, 0.121009, -3.892235], [3.235493, -0.003845, -3.052650], [-1.177178, 2.631795, -0.158173], [-3.606247, 2.323374, -0.246266], [-3.743156, 3.769865, -0.184427], [-0.598459, -0.183806, 2.991702], [5.038722, 0.167001, 0.399675], [-4.488043, 1.695960, -0.301063], [2.512702, -0.015256, -1.883748], [3.169407, 0.056184, -0.647959], [2.749458, -0.084379, -4.014619]], "atomic_forces_ev_per_a": [[-0.433, 0.180, 0.031], [-0.449, -0.389, 0.370], [-0.047, -0.429, 0.042], [-0.312, 0.090, -0.467], [0.032, 0.030, -0.048], [0.007, 0.001, -0.001], [0.036, -0.078, 0.067], [0.026, -0.065, 0.194], [-0.039, -0.016, -0.035], [0.026, -0.028, 0.038], [0.511, 0.050, -0.070], [0.083, -0.011, -0.090], [-0.023, -0.015, 0.038], [0.176, -0.066, 0.347], [0.002, 0.562, 0.154], [-0.008, 0.023, -0.013], [0.028, -0.003, 0.167], [-0.016, -0.271, 0.380], [0.022, 0.010, -0.121], [-0.100, 0.026, -0.029], [0.326, -0.279, -0.313], [-0.091, 0.739, -0.388], [0.003, 0.050, -0.005], [-0.778, -0.287, -0.085], [0.124, -0.013, -0.086], [0.019, -0.042, 0.016], [0.000, 0.013, -0.139], [0.791, 0.218, -0.014], [-0.098, 0.030, -0.021], [0.312, 0.019, 0.029], [0.160, -0.129, -0.120], [0.059, -0.022, -0.037], [-0.035, 0.050, -0.016], [-0.199, 0.018, 0.199], [-0.085, -0.011, 0.014], [-0.030, 0.046, 0.012]]}

***

Entry 2:
{"formula": "C17H11ClN4", "method": "ωB97M-V with the def2-TZVPD basis set", "gap_ev": 8.23, "spin_multiplicity": 1, "smiles": "Clc1nnn(-c2ccncc2)c1-c1ccc2ccccc2c1", "lumo_ev": -0.267, "de_lowest_kcal_mol": 0.0, "species": ["H", "H", "H", "C", "C", "C", "H", "H", "C", "H", "H", "C", "C", "C", "C", "H", "N", "H", "H", "C", "H", "Cl", "C", "C", "C", "N", "N", "C", "N", "C", "C", "C", "C"], "positions_angstrom": [[-1.176434, -2.403233, -0.211942], [3.891300, 0.835269, 0.016201], [-0.555269, 1.878492, -0.286079], [-1.676462, -2.567573, 3.670847], [-0.871395, -0.220046, -0.491976], [-1.413411, -1.383631, 4.412094], [-1.987983, -3.463898, 4.183233], [3.561787, 3.513987, -3.150367], [-1.111952, -1.415948, 0.217700], [1.766462, -0.251464, -0.652570], [-0.883946, 0.707563, 4.235451], [-0.720771, 0.984216, 1.652143], [1.891727, 2.179127, -2.938411], [-0.721379, -0.242066, -1.926236], [3.140657, 2.714686, -2.552508], [-1.510885, -1.338544, 5.485359], [-0.210675, 0.401325, -4.007871], [-0.513611, 1.897640, 2.237105], [1.391286, 2.565388, -3.827207], [-1.249565, -1.388394, 1.594462], [-1.783395, -3.500455, 1.748029], [-2.869176, -1.954501, -2.567244], [1.364115, 1.093386, -2.245215], [-0.998969, -0.204061, 2.310802], [-1.083505, -0.235353, 3.714464], [-1.177186, -0.452373, -4.121718], [0.119595, 0.525020, -2.681283], [-0.732843, 0.985739, 0.256002], [3.799643, 2.316297, -1.492719], [2.113481, 0.602156, -1.190453], [3.313902, 1.237683, -0.838250], [-1.600458, -2.545740, 2.273233], [-1.504684, -0.870694, -2.825080]], "atomic_forces_ev_per_a": [[-0.048, 0.142, -0.643], [-0.328, 0.464, -0.621], [0.134, 0.826, -0.346], [-0.050, 0.617, -1.057], [0.129, -1.274, 2.084], [0.042, 0.514, -1.125], [0.073, -0.146, 0.023], [0.054, 0.099, 0.132], [0.326, 1.451, -1.407], [-0.003, -0.430, 0.375], [-0.120, -0.410, -0.018], [0.089, 0.929, -1.896], [0.387, 0.076, -0.445], [-0.112, 0.084, 0.045], [-1.632, -0.203, -0.558], [0.050, -0.187, 0.097], [0.324, -0.620, 0.272], [-0.222, -0.535, -0.510], [0.074, -0.093, 0.322], [0.153, 0.350, 0.034], [0.075, 0.766, 0.091], [1.098, 0.867, -0.183], [0.206, 1.137, -0.998], [-0.251, -0.374, 1.024], [-0.009, -0.122, 1.061], [0.319, 0.423, 1.828], [-0.095, -0.274, 0.110], [0.248, -0.768, 1.128], [0.496, -1.258, 0.941], [0.474, 0.191, 0.191], [-0.425, 0.146, -0.179], [-0.235, -1.828, 2.338], [-1.221, -0.559, -2.113]]}

***

Entry 3:
{"formula": "C17H11CrF6N4O4S2", "method": "ωB97M-V with the def2-TZVPD basis set", "gap_ev": [7.95, 7.97], "charge": 2, "spin_multiplicity": 4, "lumo_ev": [-7.746, -7.718], "de_lowest_kcal_mol": 0.0, "species": ["C", "N", "C", "C", "C", "C", "H", "C", "N", "H", "F", "H", "H", "S", "S", "F", "F", "F", "C", "C", "C", "C", "N", "C", "H", "H", "O", "H", "F", "C", "H", "C", "C", "H", "C", "Cr", "O", "O", "C", "H", "C", "N", "O", "F", "H"], "positions_angstrom": [[3.770302, 0.182665, -1.327344], [0.154145, -0.058168, -2.057608], [2.456889, 0.186349, 1.087865], [-0.425665, -0.106772, -4.371288], [-3.377890, -2.413703, -0.988955], [-3.385427, 2.049764, 1.292632], [1.541768, 0.086596, 5.655891], [1.592449, 0.136501, 2.286015], [-2.228930, -0.023472, -0.252668], [-0.885916, -0.254323, 5.153024], [-2.665229, 1.793403, 2.372605], [-1.616137, -0.314527, 2.811217], [4.392260, 0.399683, 1.996633], [-2.452101, -1.491932, 0.339013], [-2.406190, 1.573386, -0.224429], [-3.657848, 3.323825, 1.204788], [-4.475940, 1.312579, 1.280828], [-4.514811, -1.780258, -1.178520], [1.183207, 0.055675, 4.635934], [1.466405, -0.022508, -2.400851], [2.073520, 0.179972, 3.576584], [3.833675, 0.305921, 1.077587], [1.776414, 0.072908, -0.062385], [1.872104, -0.047059, -3.717472], [-1.799888, -0.090141, -2.726066], [4.279787, 0.183259, -2.279158], [-1.040487, -1.941098, 0.281304], [3.130688, 0.297318, 3.763392], [-3.568343, -3.637681, -0.571652], [4.489185, 0.300939, -0.145571], [5.566603, 0.391757, -0.178530], [0.911868, -0.094790, -4.720588], [-0.764508, -0.087767, -3.030826], [-1.205955, -0.127934, -5.118228], [-0.574537, -0.155365, 3.044459], [-0.212308, -0.018119, -0.014992], [-0.977224, 1.919023, -0.000729], [-3.073982, 2.095152, -1.350600], [-0.159209, -0.127751, 4.363589], [2.922185, -0.024218, -3.968858], [2.395075, 0.073673, -1.254012], [0.270280, -0.006607, 2.018298], [-3.173135, -1.586762, 1.551475], [-2.648181, -2.396256, -2.091928], [1.211032, -0.113158, -5.759858]], "atomic_forces_ev_per_a": [[0.028, -0.002, 0.000], [-0.040, 0.021, -0.043], [-0.050, -0.011, 0.037], [0.005, 0.001, -0.014], [-0.016, 0.016, 0.040], [-0.017, 0.016, -0.019], [0.001, 0.000, -0.001], [-0.002, 0.001, -0.069], [0.020, 0.003, 0.086], [-0.001, 0.003, -0.002], [0.002, -0.004, 0.001], [0.004, 0.002, -0.015], [0.002, 0.000, -0.002], [-0.023, 0.047, -0.013], [0.007, -0.069, -0.055], [-0.002, -0.008, 0.013], [0.000, 0.008, 0.004], [-0.012, 0.013, -0.004], [0.003, 0.000, -0.006], [-0.004, 0.004, 0.072], [0.012, -0.001, 0.015], [0.022, 0.005, 0.002], [0.071, 0.041, -0.006], [0.015, 0.002, -0.012], [0.003, -0.001, 0.005], [0.002, 0.001, 0.002], [-0.009, -0.035, 0.003], [-0.002, 0.001, 0.006], [0.002, -0.026, 0.011], [-0.012, 0.000, -0.001], [0.000, -0.001, 0.000], [-0.004, 0.001, -0.004], [0.011, -0.001, 0.018], [-0.001, -0.002, 0.002], [-0.007, -0.002, -0.007], [0.017, -0.002, 0.033], [0.025, -0.004, -0.044], [0.002, 0.019, 0.029], [0.005, 0.001, 0.015], [-0.002, 0.000, -0.003], [-0.054, -0.005, -0.042], [-0.009, -0.005, 0.042], [-0.010, -0.023, -0.041], [0.015, -0.003, -0.032], [0.002, -0.001, 0.001]]}